Entry 1:
Below is C45H45BrFeN2O4Si as an isolated structure at a distorted geometry, with properties calculated with the ωB97M-V functional and the def2-TZVPD basis.

The geometry in XYZ format:
```
99
Properties=species:S:1:pos:R:3
Br -0.617 -1.800 1.017
Fe 1.876 -0.760 0.335
Si 1.357 -2.566 -2.413
O 0.697 0.762 -0.020
O -2.507 0.314 6.966
O -2.660 2.314 6.194
O 2.109 -1.644 -1.241
N 2.101 0.099 2.542
N 3.804 0.051 0.421
C -0.632 -0.801 -2.591
C 1.092 0.414 3.493
C 4.064 0.792 1.544
C 0.608 -6.147 -0.401
C 0.955 3.786 0.538
C 5.914 1.983 0.380
C -0.545 0.962 0.425
C 0.410 -4.127 -1.741
C 2.626 -3.180 -3.651
C -1.374 0.005 0.945
C 4.494 0.295 -0.727
C -5.002 0.858 3.208
C -3.148 1.505 1.594
C -2.691 0.205 1.408
C 0.688 -0.527 4.392
C 2.717 -4.415 -4.262
C 0.077 3.052 -1.620
C -2.153 1.242 6.058
C 0.513 1.671 3.414
C -0.956 -4.422 -1.874
C -0.304 3.443 -0.205
C 4.429 -3.603 -5.772
C -0.738 -6.458 -0.564
C -1.512 -5.579 -1.365
C -5.547 1.778 0.926
C 3.593 -2.188 -3.974
C -1.067 0.892 5.073
C -1.756 -0.076 -4.558
C 3.652 -4.697 -5.299
C -0.456 -0.280 5.144
C 4.403 -2.434 -5.026
C 3.175 0.836 2.541
C -0.105 -1.743 -4.730
C -1.570 -0.014 -3.200
C -1.078 -1.002 -5.367
C -0.567 1.925 4.291
C 1.137 -5.032 -0.977
C 5.509 1.255 -0.791
C 5.120 1.820 1.488
C -4.634 3.268 2.797
C -1.089 2.308 0.409
C -2.351 2.489 0.949
C -1.170 4.758 -0.240
C -4.533 1.833 2.133
C 0.156 -1.618 -3.364
H -5.072 -0.194 2.867
H -2.471 0.569 -5.046
H -1.198 -7.367 -0.249
H -1.119 2.866 4.336
H -4.268 0.982 4.013
H 0.390 4.003 -2.109
H -3.828 3.326 3.599
H -0.565 5.573 -0.794
H -1.378 5.178 0.722
H -0.708 2.616 -2.166
H -5.647 3.260 3.250
H 0.947 2.425 -1.748
H -2.117 0.731 -2.596
H -0.560 -1.094 5.892
H -2.030 4.677 -0.957
H 4.258 -0.224 -1.757
H -6.019 1.238 3.467
H 3.705 -1.212 -3.593
H 0.662 -2.297 -5.260
H 1.314 -1.382 4.604
H -1.621 -3.744 -2.470
H -1.334 -1.065 -6.382
H 1.543 2.846 0.656
H 5.171 -3.715 -6.573
H 5.012 -1.555 -5.420
H -3.286 -0.731 1.670
H -0.470 -0.746 -1.453
H -2.580 -5.812 -1.504
H 3.877 -5.698 -5.692
H 5.276 2.438 2.393
H -5.480 2.589 0.170
H 3.340 1.635 3.239
H -2.306 -0.606 6.815
H 2.246 -4.808 -0.827
H -5.400 0.857 0.356
H -6.522 1.551 1.286
H 1.172 -6.718 0.310
H 1.007 2.456 2.749
H -2.715 3.499 0.951
H -4.619 4.167 2.161
H 1.598 4.405 -0.031
H 5.874 1.407 -1.707
H 2.094 -5.185 -3.702
H 6.524 2.869 0.302
H 0.786 4.188 1.579
```

As for the HOMO energy (alpha / beta): -7.486 / -7.503 eV. The multiplicity is 5. As for the charge: 0. For the orbital gap (alpha / beta), the calculation gives 5.64 / 5.58 eV. The expectation value of S² is 6.02. The LUMO energy (alpha / beta) is -1.85 / -1.92 eV. Its relative energy (zero: lowest compared OMol25 entry of this formula, charge and spin) is 47.5 kcal/mol.

Results of the Mulliken charge analysis, in e, for atoms 1 through 2: -0.1247 0.6340

***

Entry 2:
Below is C45H45CoF4N4O2Se as an isolated structure, with properties calculated with the ωB97M-V functional and the def2-TZVPD basis.

The geometry in XYZ format:
```
102
Properties=species:S:1:pos:R:3
Se -1.043 -0.341 -1.157
Co -0.291 1.740 -1.769
F -4.075 0.961 -0.133
F -4.644 3.596 3.757
F -6.497 0.060 0.116
F -7.058 2.673 4.027
O 0.976 0.945 -2.917
O 0.928 1.623 -0.350
N -1.612 4.191 3.411
N -1.525 2.520 -0.495
N -9.912 1.518 4.065
N -9.377 -0.862 0.637
C 1.262 1.050 1.959
C -2.912 2.858 1.630
C 2.227 -5.217 -3.731
C 0.559 -1.644 5.196
C 2.046 2.698 3.699
C -2.287 4.346 -2.630
C 2.651 -2.249 -3.147
C 3.956 1.088 -3.053
C 0.962 0.114 2.948
C -0.173 3.531 -2.998
C -0.286 -0.158 0.578
C 0.059 -0.941 2.811
C -2.147 2.638 0.465
C -1.120 2.564 -3.491
C -0.228 -1.950 3.921
C -8.253 0.838 2.215
C 3.460 0.004 -4.024
C 2.181 3.371 1.336
C -9.138 1.239 3.258
C -5.079 2.719 2.849
C 3.686 1.571 2.174
C -6.071 0.941 1.022
C -0.586 -1.053 1.586
C -0.914 4.598 -2.463
C -4.219 2.353 1.784
C -1.723 -1.930 4.263
C 0.665 -2.542 -1.881
C 1.267 -0.326 -2.749
C 2.129 -4.593 -2.332
C 1.071 -5.360 -1.539
C -6.940 1.321 2.081
C -8.839 -0.102 1.316
C -6.345 2.240 2.987
C 0.653 0.874 0.698
C -2.226 3.609 2.628
C -2.416 3.105 -3.242
C -4.806 1.422 0.890
C 4.682 -0.785 -4.500
C 2.272 2.162 2.276
C 2.820 0.657 -5.259
C 0.161 -3.355 3.441
C 0.432 -1.179 -2.027
C 2.449 -0.892 -3.308
C 1.785 -3.110 -2.451
C 3.476 -4.754 -1.613
H 2.990 -4.725 -4.335
H 2.248 1.955 4.471
H 1.981 1.288 -4.980
H 0.088 -5.292 -2.008
H 4.444 0.630 -2.190
H 4.415 -1.550 -5.232
H 1.636 -1.682 5.024
H 0.884 3.551 -3.221
H 4.684 1.730 -3.556
H -1.319 -1.831 1.406
H -2.334 -2.207 3.403
H -0.012 -4.093 4.228
H 1.167 3.774 1.302
H 2.722 3.537 3.878
H 1.459 0.231 3.899
H 3.871 1.193 1.166
H 2.462 -0.108 -5.953
H 2.476 3.128 0.320
H 3.433 -4.312 -0.616
H -0.423 -3.651 2.568
H 0.989 -4.987 -0.515
H -3.348 2.601 -3.458
H -3.092 4.959 -2.256
H 5.381 -0.096 -4.979
H 5.205 -1.267 -3.671
H 2.843 4.152 1.722
H 4.282 -4.264 -2.161
H 3.563 1.267 -5.780
H 1.217 -3.388 3.163
H 0.310 -0.660 5.597
H -0.900 1.829 -4.251
H 1.022 3.055 3.825
H 3.134 1.702 -2.692
H -0.491 5.461 -1.969
H -1.942 -2.635 5.069
H 0.318 -2.387 5.959
H -2.032 -0.934 4.585
H -0.037 -3.135 -1.308
H 3.731 -5.812 -1.512
H 2.484 -6.277 -3.660
H 4.435 2.335 2.398
H 3.817 0.745 2.877
H 3.545 -2.682 -3.576
H 1.346 -6.415 -1.488
H 1.275 -5.128 -4.259
```

As for the HOMO energy (alpha / beta): -5.317 / -5.644 eV. The multiplicity is 2. As for the charge: -1. For the orbital gap (alpha / beta), the calculation gives 6.20 / 5.40 eV. The expectation value of S² is 0.79. The LUMO energy (alpha / beta) is 0.89 / -0.25 eV.

Results of the Mulliken charge analysis, in e, for atoms 1 through 2: 0.0897 0.3843

***

Entry 3:
Below is a 2-piece molecular cluster, C45H45N2O overall at a distorted geometry, with properties calculated with the ωB97M-V functional and the def2-TZVPD basis.

The geometry in XYZ format:
```
93
Properties=species:S:1:pos:R:3
O 0.881 0.028 1.472
N 1.167 1.382 4.031
N -0.956 1.888 3.785
C -1.148 -1.815 1.063
C -6.395 1.459 2.115
C 0.311 -7.292 0.832
C 4.773 1.485 3.227
C -1.626 2.193 0.903
C 1.477 -6.546 1.069
C -0.013 0.003 2.348
C -3.958 1.790 1.609
C -0.449 -5.619 -0.749
C 0.013 0.995 3.435
C 0.363 -1.875 -2.837
C 0.723 -4.842 -0.520
C -4.648 1.703 3.910
C 0.117 -3.078 -2.183
C -2.481 -1.258 5.784
C -0.420 2.744 4.756
C -1.990 -1.183 3.390
C -0.112 -0.102 -4.504
C 4.161 -0.803 3.651
C -2.520 -1.351 -5.206
C -2.131 -0.163 -5.840
C -3.073 1.905 5.811
C 3.457 1.901 3.442
C 1.683 -5.343 0.405
C -0.645 -6.824 -0.080
C -1.601 -1.003 4.738
C -2.624 1.949 1.990
C 3.157 3.360 3.316
C -0.484 -1.307 -3.841
C 1.888 -1.471 4.378
C -2.315 1.902 3.361
C 2.493 0.931 3.761
C -0.923 0.458 -5.484
C -4.210 -1.838 4.193
C 5.135 0.141 3.322
C -3.786 -1.677 5.516
C -3.324 -1.622 3.144
C -4.975 1.647 2.556
C 2.839 -0.423 3.902
C 6.551 -0.293 3.091
C 0.862 2.414 4.927
C -3.325 1.861 4.338
C 0.948 -3.599 -1.196
C -1.717 -1.919 -4.220
C -1.075 -1.007 2.300
H 2.261 3.579 2.725
H 4.427 -1.857 3.748
H -3.882 1.374 6.330
H 2.592 -4.761 0.575
H 2.443 -2.410 4.502
H 0.149 -8.236 1.354
H 6.922 -0.885 3.938
H -3.457 -1.838 -5.479
H -6.493 0.573 1.472
H -1.880 -2.625 1.173
H 7.205 0.576 2.960
H -2.033 -2.841 -3.732
H -0.765 -3.648 -2.471
H 1.864 -3.051 -0.963
H -4.202 1.789 0.544
H -5.238 -2.142 3.973
H -5.434 1.600 4.660
H -4.474 -1.872 6.340
H -0.571 -0.714 4.955
H 3.072 3.853 4.293
H -1.199 -5.269 -1.459
H -0.662 2.570 1.256
H -1.006 3.522 5.216
H 4.002 3.838 2.808
H -1.454 1.294 0.293
H -3.075 2.937 6.193
H -2.766 0.277 -6.608
H 1.615 2.856 5.555
H -1.428 -1.187 0.200
H 0.831 0.373 -4.224
H 2.224 -6.913 1.775
H 1.279 -1.336 -2.579
H 6.630 -0.922 2.193
H -6.748 2.326 1.537
H -2.045 2.942 0.212
H -1.551 -7.403 -0.272
H -7.054 1.334 2.981
H -0.620 1.383 -5.977
H -2.138 -1.121 6.812
H -0.169 -2.261 0.832
H 1.442 -1.229 5.349
H 5.527 2.236 2.983
H -2.139 1.424 6.113
H -3.652 -1.751 2.106
H 1.091 -1.685 3.655
```

As for the HOMO energy: -8.031 eV. The multiplicity is 1. As for the charge: +1. For the orbital gap, the calculation gives 2.88 eV. The LUMO energy is -5.16 eV. Its relative energy (zero: lowest compared OMol25 entry of this formula, charge and spin) is 0.0 kcal/mol.

Results of the Mulliken charge analysis, in e, for atoms 1 through 2: -0.8895 0.9182